Formula: C15H44NaO19P4S
Source: OMol25
Level of theory: the ωB97M-V functional and the def2-TZVPD basis

The HOMO-LUMO gap is 0.3917 hartree. As for the HOMO energy: -12.751 eV. For the energy relative to the best compared isomer or geometry (same formula, charge and spin), the calculation gives 153.16 kJ/mol. The calculation puts the largest force on an atom at 3.8 eV/Å. Its total charge is +1.

Cartesian coordinates (Å):
Na 13.647 9.270 -21.521
O 10.285 13.270 -20.546
S 10.552 13.276 -21.959
O 9.725 14.096 -22.844
O 12.140 13.563 -22.229
C 12.787 14.491 -21.339
C 12.356 15.921 -21.614
C 10.528 11.566 -22.478
H 13.855 14.317 -21.462
H 12.572 14.230 -20.301
H 12.635 16.220 -22.624
H 12.697 16.699 -20.931
H 11.268 15.972 -21.558
H 9.687 11.013 -22.063
H 11.472 11.118 -22.174
H 10.388 11.449 -23.553
C 16.403 13.030 -18.907
O 15.891 13.108 -20.250
P 16.115 12.029 -21.426
O 15.464 10.729 -21.138
O 15.553 12.769 -22.765
C 16.218 12.505 -24.028
O 17.712 11.974 -21.635
C 18.443 13.181 -21.582
H 16.952 13.945 -18.682
H 17.119 12.217 -18.794
H 15.606 12.986 -18.166
H 16.941 11.690 -24.041
H 16.781 13.359 -24.408
H 15.463 12.345 -24.796
H 18.729 13.463 -20.567
H 18.002 14.029 -22.104
H 19.442 13.015 -21.988
C 11.335 3.637 -22.885
O 11.365 4.999 -22.435
P 12.707 5.537 -21.701
O 12.694 6.980 -21.394
O 13.951 4.975 -22.585
C 15.135 5.694 -22.694
O 12.812 4.634 -20.380
C 13.845 4.733 -19.459
H 12.104 3.075 -22.357
H 11.524 3.619 -23.958
H 10.345 3.216 -22.722
H 15.960 5.303 -22.097
H 15.081 6.768 -22.510
H 15.397 5.568 -23.746
H 14.309 3.754 -19.333
H 13.491 5.076 -18.487
H 14.688 5.379 -19.715
C 18.521 7.307 -20.040
O 17.990 8.260 -19.194
P 16.395 8.258 -18.826
O 15.488 7.894 -19.961
O 16.130 9.642 -18.086
C 14.876 10.021 -17.577
O 16.285 7.141 -17.677
C 17.198 7.173 -16.583
H 19.161 6.636 -19.465
H 19.109 7.735 -20.853
H 17.733 6.722 -20.519
H 14.966 10.564 -16.638
H 14.327 9.097 -17.392
H 14.385 10.658 -18.311
H 16.721 7.434 -15.641
H 18.003 7.882 -16.784
H 17.706 6.210 -16.529
C 11.950 7.733 -18.294
O 10.946 8.716 -18.341
P 11.245 10.202 -18.877
O 12.049 10.261 -20.125
O 9.734 10.798 -18.898
C 8.986 10.996 -17.712
O 11.946 10.941 -17.568
C 12.134 12.346 -17.655
H 12.211 7.353 -17.304
H 12.861 8.047 -18.803
H 11.620 6.792 -18.737
H 8.751 12.028 -17.445
H 9.517 10.551 -16.870
H 8.012 10.543 -17.892
H 11.713 12.699 -18.600
H 13.191 12.606 -17.628
H 11.527 12.842 -16.898